[1]
30
Properties=species:S:1:pos:R:3:forces:R:3 method="wB97M-V/def2-TZVPD" orbital_gap_ev="6.8994 / 7.5019"
C -3.5496 0.2633 -0.7364 0.1 -0.4 0.1
C -3.0458 1.0953 0.2283 -2.0 1.2 -0.4
C -2.7905 -0.7965 -1.2041 -0.7 -0.8 -2.7
C -1.8178 0.8029 0.7640 0.5 -0.2 -0.4
C -1.5883 -1.1080 -0.6840 2.9 0.8 2.5
C -0.9865 -0.2496 0.3771 -2.8 -1.2 -1.8
C 2.2905 -1.3934 -0.2366 2.1 1.4 1.0
C 1.0538 -1.6952 0.6394 2.5 1.4 0.9
C 2.0376 -0.5211 -1.4165 -1.6 -1.1 -4.3
C 0.9189 0.5756 1.7697 -0.4 2.8 1.1
C 1.1780 1.8497 0.9291 -2.0 2.9 -0.3
C 0.3260 -0.4170 0.8841 0.8 -1.1 -1.5
C 1.4698 0.7585 -1.0202 -1.8 -0.4 2.2
O 2.0783 1.5707 -0.1316 0.3 -0.5 -1.1
F 0.4928 1.3168 -1.7614 0.6 0.0 0.2
H -4.5617 0.3034 -1.0417 -0.8 0.6 -0.6
H -3.7142 2.0110 0.4232 1.5 -1.4 0.5
H -3.1010 -1.2687 -2.2023 0.2 0.2 1.9
H -1.4203 1.4055 1.4977 0.4 1.6 1.5
H -0.9798 -1.9689 -0.9556 -0.4 0.2 -0.5
H 3.0341 -0.6068 0.1800 -0.7 -2.1 1.0
H 2.7878 -2.3295 -0.4724 0.4 0.1 -0.2
H 0.5457 -2.4916 0.2197 -1.6 -1.2 -1.3
H 1.4445 -2.1932 1.5490 -0.1 0.7 0.1
H 2.9461 -0.2614 -2.0490 -0.5 -0.9 0.7
H 1.2831 -1.0824 -2.1471 1.3 1.6 1.2
H 1.9064 0.4143 2.2757 -1.2 -0.7 -0.2
H 0.0851 0.9316 2.4791 1.6 -0.6 -0.3
H 0.2392 2.2443 0.4243 0.6 -1.0 0.6
H 1.4377 2.8404 1.4184 0.7 -1.6 0.1


[2]
5
Properties=species:S:1:pos:R:3:forces:R:3 method="wB97M-V/def2-TZVPD" orbital_gap_ev="7.3502 / 7.3483"
H 1.6139 0.1066 -0.3400 -0.9 0.0 -0.2
Tl 0.9616 0.6106 1.7113 -0.2 -0.4 -1.1
C -0.4233 -0.1736 -0.2263 -0.2 -0.1 3.2
F -1.3697 0.6518 -0.6606 0.4 0.3 -1.1
H -0.7825 -1.1954 -0.4844 0.8 0.3 -0.8


[3]
96
Properties=species:S:1:pos:R:3:forces:R:3 method="wB97M-V/def2-TZVPD" s_squared=0.7603 multiplicity=2 total_charge=+1 orbital_gap_ev="5.8578 / 6.3115"
Ti 1.0329 -0.1706 0.1955 -1.2 0.7 -0.6
C 1.0455 -1.7758 -3.7770 -0.3 -0.3 0.0
C -0.1711 -2.6276 -3.4625 0.0 0.1 0.0
C -0.3011 -3.8126 -4.1874 0.0 0.0 0.0
C -1.3883 -4.6596 -4.0322 0.0 0.0 0.0
C -2.3998 -4.3143 -3.1499 0.0 0.0 0.0
C -2.2963 -3.1410 -2.4162 0.0 0.0 -0.1
C -1.1920 -2.2924 -2.5414 0.2 -0.1 0.0
P -1.0333 -0.8242 -1.4396 0.0 0.4 -0.6
C -2.6269 -0.7611 -0.5429 -0.1 -0.1 0.0
C -2.7270 -1.7668 0.4330 0.0 0.0 0.0
C -3.8383 -1.8903 1.2460 0.0 0.0 0.1
C -4.8803 -0.9806 1.0988 0.0 0.0 0.0
C -4.7833 0.0291 0.1545 0.0 0.0 0.0
C -3.6671 0.1732 -0.6810 0.0 0.1 -0.1
C -3.6513 1.3311 -1.6593 0.0 -0.2 0.1
C -0.8399 0.5436 -2.6190 0.1 -0.3 -0.1
C -1.2925 0.5232 -3.9354 0.0 -0.1 -0.1
C -0.8254 1.4613 -4.8423 0.0 -0.1 -0.1
C 0.1354 2.3833 -4.4318 0.0 0.0 0.1
C 0.5560 2.4251 -3.1091 0.0 0.2 -0.1
C 0.0347 1.5383 -2.1677 0.0 0.1 0.3
C 0.2932 1.6338 -0.7003 -0.4 0.0 -0.6
H 1.8863 -2.4120 -4.0615 0.0 0.0 0.0
H 1.3567 -1.1285 -2.9691 0.1 0.2 0.3
H 0.8393 -1.1241 -4.6229 -0.1 0.1 -0.1
H 0.4794 -4.0729 -4.8984 -0.1 0.0 0.1
H -1.4464 -5.5809 -4.6027 0.0 0.1 0.0
H -3.2722 -4.9500 -3.0333 0.1 0.1 0.0
H -3.1038 -2.8803 -1.7451 0.0 0.0 0.0
H -1.9042 -2.4711 0.5439 -0.1 0.0 0.0
H -3.8972 -2.6853 1.9846 0.0 0.1 -0.1
H -5.7671 -1.0569 1.7210 0.1 0.0 -0.1
H -5.5955 0.7448 0.0540 0.1 -0.1 0.0
H -4.4845 2.0041 -1.4540 0.0 -0.1 0.0
H -3.7443 0.9858 -2.6923 0.0 0.0 0.1
H -2.7278 1.9076 -1.5971 0.0 0.0 0.0
H -1.9887 -0.2446 -4.2610 0.1 0.0 0.0
H -1.1766 1.4517 -5.8705 0.1 0.0 0.2
H 0.5457 3.0883 -5.1481 0.0 -0.1 0.1
H 1.2729 3.1770 -2.7883 -0.1 -0.1 0.0
H -0.6715 1.8050 -0.2057 0.0 0.0 0.0
H 0.9223 2.4810 -0.4713 0.2 0.2 0.2
Br -0.4814 -6.4164 0.2882 0.0 -0.1 0.0
C 0.3914 -4.7612 0.2376 -0.1 -0.3 0.0
C 1.1488 -4.4143 -0.8657 0.1 -0.1 -0.2
C 1.6587 -3.1403 -0.9084 0.1 0.4 0.0
N 1.4934 -2.2427 0.0742 0.2 -1.0 0.2
C 0.9305 -2.6688 1.2278 0.0 -0.3 -0.3
C 0.3068 -3.9081 1.3114 -0.2 0.1 0.6
C 1.1734 -1.7849 2.3722 0.3 0.3 0.4
C 1.0430 -2.1720 3.6989 -0.3 -0.4 -0.1
C 1.5336 -1.3421 4.6809 0.0 -0.1 0.3
Br 1.3861 -1.8355 6.4795 0.0 0.0 0.1
C 2.1814 -0.1618 4.3459 0.1 0.1 0.2
C 2.2369 0.1770 3.0207 -0.1 0.1 -0.6
N 1.7003 -0.5869 2.0513 0.6 -0.3 1.4
H 1.2960 -5.1048 -1.6856 0.0 0.1 0.0
H 2.2252 -2.8003 -1.7577 0.0 0.1 -0.2
H -0.2181 -4.2077 2.2126 0.1 0.0 -0.1
H 0.6105 -3.1324 3.9554 0.1 0.1 0.0
H 2.6281 0.4677 5.1055 0.0 0.0 -0.1
H 2.7074 1.0902 2.6806 0.0 0.1 -0.1
C -2.6911 2.7586 1.8843 0.0 0.0 -0.1
C -1.6842 2.3020 2.9379 0.0 0.0 0.0
C -2.3718 1.4276 3.9841 -0.1 0.0 0.1
C -1.0360 3.5084 3.6017 0.1 0.1 0.0
N -0.5706 1.5948 2.2599 -0.4 0.2 -0.1
N -0.8938 0.2855 1.7904 0.7 0.4 -0.4
H -3.4982 3.3299 2.3573 0.1 -0.1 -0.1
H -3.1562 1.9077 1.3688 0.1 0.2 0.1
H -2.2002 3.3966 1.1414 -0.1 -0.1 0.1
H -3.1045 2.0168 4.5442 0.1 -0.1 -0.1
H -1.6449 1.0262 4.7005 -0.1 0.0 0.0
H -2.9145 0.5940 3.5245 0.0 0.1 0.1
H -1.7970 4.2112 3.9464 0.1 -0.1 0.0
H -0.3851 4.0238 2.8883 -0.1 0.0 0.1
H -0.4365 3.2055 4.4696 -0.1 0.0 -0.1
H 0.1805 1.4913 2.9139 0.4 0.0 0.4
H -1.7081 0.3813 1.2083 -0.3 0.0 -0.3
H -1.1820 -0.2878 2.5685 -0.2 -0.5 0.3
C 5.9532 1.9030 0.7649 0.1 -0.1 0.0
C 4.7002 2.4909 0.1071 -0.1 0.1 -0.1
C 4.0884 3.5648 1.0255 0.0 0.0 0.0
C 5.0634 3.1192 -1.2486 0.0 0.0 0.0
C 3.6895 1.4397 -0.1039 0.0 -0.4 0.0
C 2.8465 0.5704 -0.2801 0.7 0.6 -0.3
H 6.6523 2.7047 1.0198 0.0 -0.1 0.0
H 6.4568 1.2063 0.0885 -0.1 0.1 0.1
H 5.6959 1.3631 1.6796 0.0 0.0 0.0
H 4.7520 4.4320 1.0747 0.0 -0.1 0.0
H 3.9548 3.1836 2.0433 0.0 0.0 -0.1
H 3.1187 3.8945 0.6499 0.0 0.0 0.0
H 5.8205 3.8968 -1.1051 -0.1 -0.1 0.0
H 4.1821 3.5735 -1.7108 0.1 0.0 0.0
H 5.4614 2.3654 -1.9351 -0.1 0.1 0.1


[4]
84
Properties=species:S:1:pos:R:3:forces:R:3 method="wB97M-V/def2-TZVPD" s_squared=6.0534 multiplicity=5 total_charge=+2 orbital_gap_ev="4.4512 / 5.6915"
Ru 0.5931 -0.6296 -0.1611 0.0 0.2 0.6
N 4.2310 1.0445 1.4146 -0.1 -0.1 -0.1
C 3.4077 0.2904 0.7169 -0.1 0.1 0.1
N 2.1356 0.5825 0.5219 0.3 0.1 0.1
C 1.6249 1.8247 1.0016 0.2 0.0 0.1
N 0.4544 2.2205 0.6479 0.0 -0.4 -0.3
N -0.0449 1.3110 -0.2905 -0.2 1.1 0.1
C -0.7624 1.7439 -1.2485 -0.1 0.1 0.0
C -0.8912 0.8963 -2.4415 0.1 0.2 0.2
C -1.7770 1.2001 -3.4518 0.0 -0.1 -0.2
C -1.7392 0.4306 -4.6139 0.0 0.1 0.1
C -0.7993 -0.5725 -4.7131 0.1 -0.1 0.0
C 0.0632 -0.8082 -3.6422 -0.2 0.0 0.0
N 0.0179 -0.0999 -2.5232 0.1 -0.1 0.1
C 2.4946 2.6340 1.8510 -0.2 0.0 -0.1
C 2.0636 3.8290 2.4302 0.0 0.0 0.0
C 2.9340 4.5702 3.2017 0.0 0.0 0.0
C 4.2451 4.1342 3.4035 0.0 0.0 0.0
C 4.6957 2.9634 2.8250 -0.1 0.1 0.0
C 3.8090 2.2304 2.0499 0.2 -0.2 -0.1
H 5.2010 0.7653 1.4851 0.0 0.0 0.0
H 3.8087 -0.6211 0.2898 0.0 0.0 0.0
H -1.1575 2.7566 -1.2135 0.0 0.0 -0.1
H -2.4833 2.0101 -3.3371 0.0 0.0 0.0
H -2.4261 0.6291 -5.4241 0.0 0.0 0.0
H -0.7180 -1.1784 -5.6042 0.0 0.0 0.0
H 0.8012 -1.5985 -3.6953 0.0 0.0 0.0
H 1.0500 4.1612 2.2551 0.0 0.0 0.0
H 2.6017 5.4961 3.6490 0.0 0.0 0.0
H 4.9211 4.7204 4.0096 0.0 0.0 0.0
H 5.7150 2.6297 2.9653 0.0 0.0 0.0
C -0.7777 -3.1747 2.3798 -0.2 0.1 0.1
C -2.1267 -2.8293 2.9544 0.1 -0.1 0.1
C -2.9725 -1.9157 2.3311 -0.1 0.0 -0.1
C -4.2067 -1.6121 2.8848 0.0 0.0 0.0
C -4.6047 -2.2100 4.0740 0.0 0.0 0.0
C -3.7681 -3.1201 4.7019 0.1 0.0 -0.1
C -2.5349 -3.4291 4.1417 0.0 0.1 0.1
H -0.8423 -3.5684 1.3643 0.0 0.1 0.0
H -0.2763 -3.9185 3.0025 0.0 0.0 0.0
H -2.6712 -1.4335 1.4065 0.0 0.0 0.1
H -4.8574 -0.9035 2.3913 0.0 0.0 0.0
H -5.5665 -1.9703 4.5063 0.0 0.0 0.0
H -4.0730 -3.5944 5.6239 0.0 0.0 0.0
H -1.8884 -4.1457 4.6339 0.0 0.0 0.0
C 0.9671 -1.5920 4.2285 -0.1 0.3 0.0
As 0.4361 -1.6478 2.3661 0.7 -0.7 -1.0
C 2.0483 -2.6245 1.6983 0.0 -0.1 0.1
C -1.3877 0.7897 4.0079 0.0 0.0 0.1
C -0.7866 1.2510 5.1925 -0.1 -0.2 -0.2
C 0.0094 2.4176 5.2136 0.1 0.1 0.0
C 0.6116 2.8478 6.3765 0.0 0.0 0.0
C 0.4403 2.1330 7.5606 0.0 0.0 0.0
C -0.3488 0.9841 7.5684 0.0 0.0 -0.1
C -0.9542 0.5483 6.4089 0.0 0.0 0.1
H 1.5012 -0.6773 4.4749 0.0 0.0 0.0
H 1.5905 -2.4704 4.3907 0.0 0.0 0.0
H 0.0614 -1.6404 4.8289 0.0 0.0 0.0
H 2.9400 -2.1640 2.1278 0.0 0.0 0.0
H 2.1722 -2.6345 0.6050 -0.1 0.0 0.0
H 2.0093 -3.6715 2.0038 0.0 0.0 0.1
H -2.0299 -0.0813 4.0189 0.0 0.0 0.0
H -1.2932 1.3364 3.0785 0.0 0.1 0.0
H 0.1201 2.9834 4.2987 0.0 0.0 -0.1
H 1.2062 3.7513 6.3775 0.0 0.0 0.0
H 0.9037 2.4773 8.4742 0.0 0.0 0.0
H -0.4951 0.4381 8.4897 0.0 0.0 0.0
H -1.5815 -0.3351 6.4223 0.0 0.0 0.0
O -2.7480 -1.8078 -1.7646 0.1 0.0 -0.2
C -1.7180 -2.1835 -1.3012 -0.5 0.4 0.5
O -1.0673 -1.3803 -0.3793 -0.2 -0.6 -0.3
C -1.1313 -3.5304 -1.4695 0.2 -0.2 -0.1
C -1.9966 -4.6194 -1.4785 0.0 0.0 0.0
C -1.4865 -5.9044 -1.5959 0.0 0.1 0.0
C -0.1218 -6.0558 -1.7220 0.1 -0.1 -0.1
C 0.7626 -4.9921 -1.7552 -0.1 0.0 0.0
C 0.2393 -3.7202 -1.6184 0.2 0.2 0.0
N 0.4346 -7.4283 -1.8331 0.0 0.1 0.5
O 1.6406 -7.5283 -1.7999 0.1 0.0 -0.2
O -0.3552 -8.3376 -1.8809 -0.1 -0.1 -0.2
H -3.0613 -4.4587 -1.3837 0.0 0.0 0.0
H -2.1259 -6.7749 -1.5928 0.0 0.0 0.0
H 1.8173 -5.1786 -1.8897 0.0 0.0 0.0
H 0.9161 -2.8658 -1.6874 -0.1 -0.1 0.1


One value per record, in order, for ΔE to the lowest compared entry with this formula, charge and spin: 15.9 0.0 33.5 60.6 kcal per mole.